1.
Formula: C24H50ClNO6PS2
Source: OMol25
Level of theory: the ωB97M-V functional and the def2-TZVPD basis

Last column: Mulliken charge in e.
Positions of all 85 atoms, in Å:
C 0.496 -5.341 2.376  -0.660
C -0.383 -4.274 2.308  -0.657
C -0.083 -3.265 1.226  0.492
O 0.347 -2.163 1.551  -0.268
O -0.214 -3.681 -0.059  -0.228
C 0.694 -3.054 -0.985  0.001
C 0.026 -1.956 -1.816  -0.058
C 1.003 -1.471 -2.904  -0.761
C 2.004 -0.374 -2.463  -1.021
C 2.123 -0.183 -0.937  0.786
C 2.900 1.138 -0.651  -1.299
P 3.283 1.338 1.108  0.784
C 2.189 2.559 1.826  -0.862
C 0.712 2.500 1.331  0.974
C -0.223 2.891 2.488  -0.943
C -1.726 3.080 2.122  -0.799
C -2.080 3.032 0.623  -0.501
C -2.439 1.624 0.070  0.214
C -3.729 1.046 0.683  -0.657
C -3.541 0.139 1.938  -0.915
C 3.213 -0.241 1.954  -0.612
C 3.576 -0.102 3.470  0.352
C 2.317 -0.063 4.374  -1.094
Cl 4.589 -1.516 3.893  -0.177
O 4.826 1.825 1.269  -0.429
N 5.441 2.680 0.160  0.250
O 4.897 3.672 0.022  -0.111
H 1.080 -5.500 3.289  0.258
H 0.598 -6.063 1.559  0.278
H -1.277 -4.152 2.926  0.401
H 1.584 -2.690 -0.455  0.230
H 0.990 -3.829 -1.705  -0.163
H -0.862 -2.410 -2.288  0.494
H -0.361 -1.139 -1.182  -0.210
H 0.413 -1.056 -3.736  0.360
H 1.518 -2.350 -3.323  0.284
H 2.999 -0.673 -2.835  0.309
H 1.767 0.603 -2.906  0.436
H 2.711 -1.008 -0.507  0.050
H 1.131 -0.109 -0.468  -0.254
H 2.289 2.000 -0.970  0.467
H 3.805 1.121 -1.273  0.810
H 2.634 3.541 1.614  0.526
H 2.228 2.433 2.923  0.460
H 0.467 1.520 0.898  -0.952
H 0.647 3.288 0.565  0.476
H 0.155 3.848 2.883  0.340
H -0.105 2.151 3.296  0.215
H -2.328 2.372 2.703  0.244
H -1.995 4.083 2.491  0.350
H -1.337 3.540 -0.008  0.516
H -3.012 3.607 0.496  0.100
H -2.630 1.778 -1.005  0.419
H -1.587 0.929 0.148  -0.512
H -4.195 0.417 -0.092  0.474
H -4.455 1.840 0.903  0.260
H -2.474 0.055 2.197  0.099
H -3.985 -0.854 1.802  0.314
H -4.017 0.602 2.817  0.302
H 2.154 -0.549 1.881  -0.325
H 3.845 -0.975 1.444  0.810
H 4.164 0.815 3.614  0.311
H 2.430 -0.791 5.186  0.453
H 2.174 0.931 4.824  0.302
H 1.410 -0.351 3.822  0.200
C -0.824 -6.148 -3.120  -0.878
S 0.971 -6.149 -3.107  0.559
O 1.412 -5.064 -4.028  -0.633
C 1.185 -7.706 -3.971  -1.013
H -1.159 -5.222 -2.657  0.210
H -1.180 -6.200 -4.149  0.381
H -1.191 -6.997 -2.544  0.354
H 0.698 -7.650 -4.945  0.315
H 0.760 -8.512 -3.373  0.374
H 2.253 -7.868 -4.101  0.345
C -3.614 6.293 -3.265  -1.009
S -3.421 5.450 -1.692  0.606
O -3.828 4.033 -1.904  -0.590
C -4.782 6.273 -0.859  -0.986
H -2.874 5.888 -3.951  0.329
H -4.617 6.114 -3.652  0.320
H -3.440 7.361 -3.126  0.379
H -5.706 6.094 -1.408  0.327
H -4.574 7.341 -0.793  0.376
H -4.861 5.853 0.143  0.299

## Properties
* charge: +1
* lowest unoccupied orbital energy: -4.283 eV

2.
Formula: Cl2HN
Source: OMol25
Level of theory: the ωB97M-V functional and the def2-TZVPD basis

Last column: natural (NBO) charge in e.
Positions of all 4 atoms, in Å:
N -0.651 -0.273 0.594  -0.456
Cl 0.405 0.917 2.471  -0.331
Cl -0.493 -1.791 0.937  0.388
H 0.098 0.332 0.360  0.400

## Properties
* lowest unoccupied orbital energy (alpha / beta): -3.094 / -3.093 eV
* ΔE to the lowest compared entry with this formula, charge and spin: 48.3 kcal per mole

3.
Formula: C4H12BN
Source: OMol25
Level of theory: the ωB97M-V functional and the def2-TZVPD basis

Last column: natural (NBO) charge in e.
Positions of all 18 atoms, in Å:
B 2.378 -0.133 -0.047  0.357
C -0.468 -1.310 0.849  -0.687
C -1.075 1.124 0.750  -0.677
C -0.732 -0.028 -1.526  -0.638
C -0.564 -0.067 0.015  0.355
N 1.332 0.685 -0.114  -0.940
H 3.443 0.304 0.298  -0.077
H 2.246 -1.360 -0.264  -0.103
H 0.343 -1.842 0.465  0.249
H -0.546 -1.217 1.938  0.231
H -1.308 -1.863 0.694  0.226
H -0.405 1.373 1.470  0.233
H -2.076 0.999 1.236  0.221
H -1.389 1.976 0.024  0.210
H -0.194 -0.880 -1.866  0.223
H -1.705 -0.342 -1.710  0.202
H -0.513 0.868 -2.027  0.228
H 1.232 1.713 -0.185  0.387

## Properties
* lowest unoccupied orbital energy: 0.786 eV
* ΔE to the lowest compared entry with this formula, charge and spin: 72.9 kcal per mole

4.
Formula: C21H41Li2O12P
Source: OMol25
Level of theory: the ωB97M-V functional and the def2-TZVPD basis

Last column: Mulliken charge in e.
Positions of all 77 atoms, in Å:
Li 2.903 -6.127 1.130  0.091
Li 6.107 -2.902 3.458  0.774
P 5.457 -5.575 6.106  0.731
O 6.059 -6.932 6.247  -0.625
O 4.322 -5.604 7.078  -0.619
O 4.814 -5.621 4.737  -0.573
O 6.263 -4.335 6.386  -0.782
O 2.377 -0.247 0.131  -0.426
C 3.305 -0.945 0.729  0.703
O 3.349 -2.149 0.425  -0.792
O 4.102 -0.499 1.534  -0.734
H 2.030 -1.046 -0.273  0.279
C -2.798 6.144 1.808  -0.623
C -1.314 5.792 1.834  -0.435
C -1.280 4.980 0.513  -0.512
O -2.246 5.600 -0.408  -0.392
C -3.348 6.130 0.386  -0.401
H -2.980 7.080 2.336  0.352
H -3.437 5.390 2.267  0.252
H -1.005 5.319 2.766  0.330
H -0.719 6.678 1.610  0.242
H -1.354 3.912 0.721  0.271
H -0.232 5.014 0.214  0.361
H -4.181 5.431 0.450  0.259
H -3.653 7.150 0.152  0.295
C 1.477 -5.045 -6.450  -0.568
C 0.018 -4.894 -6.945  -0.387
C -0.772 -4.562 -5.703  -0.433
O 0.140 -4.876 -4.669  -0.364
C 1.445 -4.618 -5.044  -0.438
H 2.151 -4.561 -7.156  0.293
H 1.882 -6.055 -6.497  0.274
H -0.259 -5.900 -7.260  0.162
H -0.121 -4.207 -7.780  0.384
H -1.657 -5.197 -5.667  0.272
H -1.099 -3.522 -5.716  0.248
H 2.110 -5.088 -4.319  0.298
H 1.515 -3.543 -4.881  0.244
C -3.773 -1.904 -0.120  -0.566
C -3.681 -1.585 1.378  -0.660
C -4.105 -2.904 2.091  -0.375
O -3.750 -3.918 1.169  -0.392
C -3.190 -3.354 0.002  -0.461
H -3.336 -1.186 -0.814  0.366
H -4.828 -1.948 -0.392  0.253
H -4.366 -0.764 1.590  0.335
H -2.689 -1.301 1.731  0.312
H -5.172 -2.979 2.299  0.295
H -3.545 -2.794 3.020  0.271
H -3.451 -3.964 -0.863  0.305
H -2.109 -3.220 0.014  0.305
C -1.046 4.447 -6.577  -0.392
C 0.377 3.911 -6.179  -0.512
C -0.030 2.608 -5.319  -0.493
O -1.245 2.170 -5.839  -0.385
C -1.995 3.411 -6.059  -0.508
H -1.059 4.667 -7.644  0.274
H -1.220 5.367 -6.018  0.246
H 0.944 4.666 -5.635  0.313
H 0.970 3.655 -7.057  0.246
H -0.157 2.800 -4.254  0.271
H 0.762 1.861 -5.277  0.348
H -2.361 3.665 -5.064  0.290
H -2.868 3.335 -6.707  0.302
C 1.068 1.378 6.915  -0.422
C 2.452 2.068 6.662  -0.613
C 3.435 1.313 7.582  -0.368
O 2.702 0.146 7.895  -0.408
C 1.481 -0.035 7.242  -0.391
H 0.549 1.287 5.961  0.247
H 0.386 1.805 7.651  0.286
H 2.510 3.156 6.639  0.390
H 2.730 1.853 5.630  0.244
H 3.464 1.801 8.556  0.249
H 4.402 1.154 7.104  0.262
H 0.887 -0.498 8.029  0.211
H 1.483 -0.736 6.408  0.314

## Properties
* charge: -2
* lowest unoccupied orbital energy: 2.973 eV
* ΔE to the lowest compared entry with this formula, charge and spin: 280.6 kcal per mole

The max |F| results, record by record, are as follows: 0.0389 0.0773 0.1016 0.0909 Eh/bohr.